Record 1
63
Properties=species:S:1:pos:R:3:nbo_charge:R:1 method="wB97M-V/def2-TZVPD" relative_energy_kj_mol=641.09 lumo_ev=3.31 homo_lumo_gap_ev=3.7219 charge=-2 mol_weight_g_mol=444.33
O 3.34207 -1.96789 -7.71817 -0.94
H 0.03521 3.13335 0.83085 0.18
H 2.62523 7.33618 5.22351 0.46
O -0.34232 1.37100 2.81872 -0.71
H 2.16661 4.46238 9.29478 0.47
C -0.39390 -0.64168 -0.29261 -0.53
O -3.91385 -3.80620 5.93242 -0.94
O 2.52544 6.44313 5.55330 -0.94
H 2.86196 -0.19285 6.29693 0.47
H -4.71962 2.71236 3.97438 0.48
H -1.96273 8.20583 -5.55675 0.48
H 3.39401 -3.01714 -2.40910 0.48
H -2.29344 -6.01519 2.30705 0.47
O 4.20476 7.69218 -2.45828 -0.95
O 2.61332 -1.05011 6.64261 -0.95
O 4.23581 -3.45643 -2.53009 -0.95
H -4.18358 -4.72233 5.99708 0.46
H -3.12917 -3.82514 5.38454 0.48
C -0.13292 1.78414 -0.77849 0.38
O 2.76655 -8.52216 -2.49679 -0.94
H 2.68490 -1.98076 -7.02233 0.48
O 0.04197 2.78900 -1.57700 -0.74
H 2.83929 -1.82759 -8.52052 0.46
O -2.76899 -6.77954 1.98169 -0.95
H 4.70872 -2.90214 -3.15084 0.46
H -4.60277 -7.36236 -2.72716 0.46
H 3.13841 -8.91830 -3.28484 0.46
H -3.45019 2.36199 -7.00009 0.46
O -0.00536 -1.31631 1.90958 -0.70
H -3.08108 0.48143 8.91565 0.47
O -2.09037 8.58914 -6.42453 -0.94
H 3.91246 -5.68408 4.81666 0.47
H -3.43672 -3.09837 -6.59843 0.48
H -2.73702 -6.69437 1.02883 0.48
H 4.64998 5.19759 -8.15695 0.46
H -2.10913 1.29417 8.08701 0.48
O 4.60131 5.06351 -7.21044 -0.94
H 2.53350 -6.13309 4.38221 0.47
O 3.34473 -6.45368 4.77637 -0.94
C -0.31027 0.34567 -1.20673 0.36
C -0.20616 1.14525 1.59753 0.44
O -3.98012 -3.68313 -7.12663 -0.94
O -5.25299 3.45027 3.67901 -0.95
H 1.68328 6.15115 5.20436 0.48
H 4.90528 7.34528 -3.01069 0.47
O 1.78042 3.99047 10.03261 -0.94
H 2.89186 -7.58113 -2.61920 0.48
H -3.04048 8.65494 -6.52042 0.46
O -2.59468 1.30583 8.91184 -0.95
H 1.89030 -1.33395 6.08322 0.48
O -3.65526 -7.27665 -2.83249 -0.93
H 1.01936 3.54482 9.66056 0.47
H 3.68127 4.85826 -7.04413 0.48
H -4.07469 -3.23088 -7.96494 0.46
H -5.28031 3.36054 2.72642 0.47
H -0.65473 -1.65273 -0.56857 0.18
H -3.54731 -6.80431 -3.65800 0.47
C -0.01471 2.09756 0.52909 -0.54
O -3.25989 3.22470 -6.63164 -0.95
C -0.16520 -0.39751 1.10736 0.44
H 3.63499 6.94094 -2.29323 0.48
O -0.65500 -0.05316 -2.39572 -0.77
H -2.66804 3.04810 -5.90037 0.49

Record 2
62
Properties=species:S:1:pos:R:3:nbo_charge:R:1 method="wB97M-V/def2-TZVPD" lumo_ev=0.32 homo_lumo_gap_ev=9.8024 charge=0 smiles="C=CC(=O)OCCCCCCNC(=O)O.CCOS(C)(=O)=O.CCOS(C)(=O)=O" mol_weight_g_mol=463.57
C -0.38819 7.95413 -1.34859 -0.64
H 3.00320 1.63409 -0.57794 0.23
H 1.45136 0.20601 1.58861 0.19
O 3.32862 -0.37660 0.86855 -0.51
C -0.41039 1.91764 0.15605 -0.40
C -0.21580 7.02095 -2.52871 -0.08
H 0.69116 0.50504 -1.05075 0.19
C 1.01419 -2.36086 1.09366 -0.35
H -2.98383 1.27298 -0.30450 0.19
H -2.97046 1.76570 1.40595 0.19
H 0.69626 -8.08614 -0.36524 0.20
H 0.82083 -6.43728 0.23607 0.20
C 1.45437 -7.95759 1.64784 -0.64
H -3.34535 -7.79871 1.69716 0.26
H -1.08969 2.42134 -0.53934 0.20
C 0.57693 -7.46235 0.51783 -0.08
H -0.76715 7.38617 -3.39247 0.20
C -1.19274 0.73248 0.76685 -0.41
C -2.69541 0.97019 0.70693 -0.20
H 1.52389 -2.30754 2.04935 0.20
H 1.07643 -1.87575 -0.96804 0.22
O -0.83541 -7.54571 0.83027 -0.72
C 2.15301 1.66158 0.10737 -0.44
H 0.04642 8.92957 -1.56550 0.22
H 4.28380 5.45284 -2.83499 0.26
O -1.14396 -6.78053 3.15633 -0.93
O 3.80565 -1.80156 -0.75449 -0.55
H -3.34359 -6.52602 0.43295 0.25
H -3.70752 -6.10612 2.13325 0.25
S 2.16301 6.06432 -2.12392 2.39
H -6.39164 -0.98740 0.91537 0.50
H 0.09939 7.56351 -0.45680 0.23
O -1.07130 -5.15133 1.29752 -0.96
C 1.58257 -1.87154 -0.00744 -0.32
C -4.65548 -0.42279 0.39489 0.90
H 1.39879 -7.29985 2.51378 0.23
H 1.14488 -8.95321 1.96498 0.22
H 0.04778 -2.84800 1.03906 0.22
O 1.15577 6.94283 -2.98209 -0.72
O 1.58858 4.76557 -1.93526 -0.95
H 3.75783 6.99399 -3.56689 0.26
H -0.91101 0.61688 1.81795 0.21
O -4.75063 -0.59449 -0.79293 -0.58
H 3.10521 5.43916 -4.17972 0.25
O 2.60368 6.81161 -0.98773 -0.93
S -1.43702 -6.44297 1.79890 2.39
H 2.15697 2.65927 0.55780 0.21
H 0.89659 2.17801 -1.52623 0.23
C -3.13654 -6.75615 1.47411 -0.89
H -0.13904 2.64257 0.92624 0.20
H -1.44969 8.07924 -1.13385 0.22
N -3.44294 -0.24535 1.10390 -0.71
C 2.38249 0.64751 1.22917 -0.08
H -2.86705 -1.06912 0.97992 0.39
H 2.84498 1.14690 2.08143 0.20
H -0.95289 -0.18149 0.21694 0.20
O -5.74773 -0.32176 1.19616 -0.69
H -0.57604 6.01589 -2.30523 0.20
C 3.45960 5.98183 -3.30818 -0.89
C 0.83821 1.51474 -0.65922 -0.40
H 2.49095 -7.99838 1.31317 0.22
C 2.97509 -1.32796 -0.02020 0.76

Record 3
11
Properties=species:S:1:pos:R:3:nbo_charge:R:1 method="wB97M-V/def2-TZVPD" relative_energy_kj_mol=403.85 lumo_ev=0.03 homo_lumo_gap_ev=9.3547 charge=0 mol_weight_g_mol=96.09
H 1.96151 -0.42744 1.12340 0.22
C -0.45851 -0.14312 -0.98452 -0.18
H -0.22514 -0.26534 1.14735 0.06
O -2.55731 -0.53690 0.43006 -0.44
H -0.51543 2.13310 -0.98313 0.21
C -0.02357 1.21967 -0.66135 0.06
C 1.10867 -0.11985 0.52203 0.06
H 0.54346 -1.87293 -0.42356 0.39
N 0.94042 1.22883 0.21851 -0.40
C -1.43711 -0.33960 0.17114 0.55
N 0.66300 -0.87643 -0.55993 -0.54

Record 4
41
Properties=species:S:1:pos:R:3:nbo_charge:R:1 method="wB97M-V/def2-TZVPD" relative_energy_kj_mol=63.61 lumo_ev=-2.74 homo_lumo_gap_ev=9.4683 charge=+1 mol_weight_g_mol=344.15
H -1.42495 0.24673 -2.87857 0.23
H 1.42258 0.82983 0.59791 0.18
N -1.39075 1.67037 -1.33279 -0.35
H -1.33672 -0.78381 0.89424 0.21
H 0.24195 -2.19134 3.41198 0.22
H 1.48778 3.58386 -1.66804 0.25
H -2.31004 1.96148 -1.67773 0.43
H 0.97481 -1.35485 -0.39208 0.20
C 2.01739 -0.97001 -0.51537 -0.62
C 0.97188 2.71032 -1.22002 -0.43
H 2.58547 -2.71148 2.39747 0.22
C -0.40456 2.61994 -1.93254 -0.23
C 0.59159 -3.18329 3.12906 -0.43
H -1.68222 2.85033 0.38875 0.23
H 2.90466 1.84510 -1.80663 0.23
C -2.69419 0.94161 0.70549 -0.42
H 2.36459 -1.24215 -1.53095 0.22
H -0.22915 -0.15193 -1.62258 0.25
H -2.90015 1.15498 1.76363 0.25
H -3.27064 -0.68771 -1.56833 0.22
H 0.92537 2.91568 -0.13734 0.22
H 1.49893 0.89668 -2.31343 0.19
H -0.58094 1.49683 0.67130 0.23
H -3.58783 1.14223 0.08290 0.20
C -2.32510 -0.56890 0.43697 -0.40
C 2.09455 -3.25594 3.19922 -0.46
H -1.86861 -1.74585 -1.29733 0.25
C -1.50862 1.78048 0.15341 -0.23
C -2.25940 -0.72086 -1.12799 -0.44
H 3.14130 0.76033 0.17270 0.23
H -3.04978 -1.26360 0.88779 0.24
Br -0.05063 -3.45130 1.30652 -0.03
C 2.12371 0.55651 -0.21487 -0.41
H 2.44997 -2.88263 4.15834 0.24
H 0.09845 -3.92703 3.74830 0.24
H -0.85750 3.63236 -1.94388 0.23
H 2.63708 -1.51792 0.22058 0.22
H -0.20319 2.38368 -2.99561 0.24
C -1.23912 0.25105 -1.78631 -0.24
Br 2.72168 -5.09561 3.10198 0.01
C 1.92037 1.47580 -1.46613 -0.41